1.
C7H19Br2MnNO7S | ωB97M-V/def2-TZVPD

Geometry (Å):
Mn1 -0.1956 0.2525 -0.8968
Br1 -2.9248 0.8064 -0.9492
Br2 2.4807 -0.1817 -0.8819
S1 -0.5329 -2.8157 -2.4038
O1 -0.5022 -1.4712 -1.7207
O2 0.8410 -3.1857 -2.7655
O3 -1.2403 -3.7948 -1.5530
O4 -1.4228 -2.6232 -3.5786
C1 0.6526 3.6793 -0.8859
O5 0.2701 2.5288 -0.1632
C2 0.5815 2.5343 1.2005
C3 -0.3936 1.5677 1.8108
N1 -0.0877 0.2088 1.2846
C4 -0.9760 -0.7523 1.9357
C5 -0.3482 -2.1421 1.9280
O6 0.7269 -2.1195 2.8623
C6 1.3136 -3.2996 3.3166
H1 -0.0716 4.4824 -0.7045
H2 0.5537 3.5492 -1.9582
H3 1.6537 4.0563 -0.6720
H4 0.4136 3.5157 1.6682
H5 1.5738 2.2881 1.6033
H6 -1.3764 1.9169 1.4861
H7 -0.3570 1.5333 2.9050
H8 0.8863 0.0831 1.5541
H9 -1.9751 -0.8025 1.5057
H10 -1.0770 -0.5198 3.0041
H11 -0.0903 -2.5459 0.9467
H12 -1.1360 -2.7848 2.3442
H13 2.1407 -3.0607 3.9891
H14 1.8627 -3.9384 2.6131
H15 0.5683 -3.9307 3.8106
C7 -0.5944 1.0318 -3.9447
O7 0.1633 1.3236 -2.7734
H16 -0.7328 1.8947 -4.6068
H17 -0.0003 0.2970 -4.4984
H18 -1.5607 0.5787 -3.7394
H19 0.9132 1.8399 -3.0725

Its maximum force is 2.92 eV Å⁻¹. The energy is -7556.88370 hartree. Its net charge is -2. Its lowest unoccupied orbital energy (spin up / spin down) is 4.579 / 4.567 eV. The value obtained for the energy above the lowest of the compared OMol25 structures with the same formula, charge and spin is 0.00 kcal/mol. As for the multiplicity: 6.



2.
C4H5NO2 | ωB97M-V/def2-TZVPD

Geometry (Å):
C1 -1.1228 -1.3161 0.3008
N1 -0.7938 -0.4514 1.1858
C2 0.4027 0.1974 0.6813
C3 0.0559 1.4230 -0.1059
O1 0.5741 0.6882 -1.4049
C4 0.7875 -0.4225 -0.6529
O2 -0.3780 -1.5025 -0.7846
H1 -1.9931 -1.9567 0.3974
H2 1.1622 0.3130 1.4559
H3 -0.9649 1.6823 -0.2649
H4 0.6012 2.3230 0.1086
H5 1.6690 -0.9778 -0.9165

Its maximum force is 2.51 eV Å⁻¹. The energy is -360.59166 hartree. Its net charge is 0. Its lowest unoccupied orbital energy is 0.980 eV. The value obtained for the energy above the lowest of the compared OMol25 structures with the same formula, charge and spin is 48.79 kcal/mol. As for the multiplicity: 1.



3.
C7H5BrNO2S | ωB97M-V/def2-TZVPD

Geometry (Å):
C1 -2.0757 -0.0087 0.4726
C2 -2.5308 -0.2580 -0.8540
C3 -0.7608 0.3574 0.3400
C4 -0.3702 0.3635 -0.9675
C5 2.1854 -1.0924 0.1827
C6 0.3843 0.5718 1.2465
C7 1.8961 0.4415 0.2551
N1 -1.4322 -0.0267 -1.6845
O1 3.1118 -1.3218 -0.5934
O2 1.5297 -1.8390 0.9620
S1 1.2543 0.8075 -1.4126
Br1 3.2278 1.5907 0.7539
H1 -2.4158 -0.0938 1.4160
H2 -3.5041 -0.4227 -1.2592
H3 0.3476 1.4941 1.8578
H4 0.3595 -0.3239 1.9695
H5 -1.2069 -0.2396 -2.6848

Its maximum force is 6.28 eV Å⁻¹. The energy is -3447.19055 hartree. Its net charge is -1. Its lowest unoccupied orbital energy is 3.108 eV. The value obtained for the energy above the lowest of the compared OMol25 structures with the same formula, charge and spin is 0.00 kcal/mol. As for the multiplicity: 1.



4.
C18H26N4O6S | ωB97M-V/def2-TZVPD

Geometry (Å):
C1 -0.3489 -2.8382 -1.2817
N1 -1.4453 -1.9734 -0.8602
C2 -2.4947 -2.5016 0.0051
C3 -2.3575 -2.0988 1.4743
C4 -0.9925 -2.4336 2.0796
N2 -0.4125 -1.2471 2.7457
C5 0.9427 -1.5114 3.1358
O1 1.2322 -2.1328 4.1288
C6 1.9299 -1.0515 2.1538
C7 3.2821 -1.2442 2.1906
N3 3.9783 -0.7205 1.1453
C8 3.1641 -0.1455 0.3070
C9 3.6076 0.4819 -0.9901
O2 3.7331 -0.4800 -2.0126
C10 2.6145 -0.3050 -2.8907
C11 2.3342 1.1746 -2.7675
O3 2.6255 1.4111 -1.3822
S1 1.5055 -0.1706 0.7383
C12 -1.4614 -0.7265 -1.4055
O4 -0.5658 -0.3577 -2.1490
C13 -2.6552 0.1694 -1.1185
C14 -2.3453 1.6374 -1.3691
N4 -1.3795 2.1947 -0.4330
C15 -1.7732 2.2504 0.9686
C16 -0.6543 2.7753 1.8419
O5 -0.1457 3.9798 1.3132
C17 0.4832 3.7231 0.0738
C18 -0.3868 2.9899 -0.9321
O6 -0.1607 3.1090 -2.1229
H1 -0.3228 -2.9213 -2.3691
H2 0.6139 -2.4408 -0.9564
H3 -0.4897 -3.8267 -0.8507
H4 -3.4742 -2.1975 -0.3676
H5 -2.4637 -3.5882 -0.0829
H6 -2.5041 -1.0217 1.5675
H7 -3.1627 -2.5752 2.0387
H8 -1.0528 -3.2793 2.7707
H9 -0.2944 -2.7167 1.2898
H10 -0.9275 -1.1087 3.6126
H11 3.7974 -1.7640 2.9850
H12 4.5866 0.9486 -0.8439
H13 2.9229 -0.6162 -3.8865
H14 1.7560 -0.8913 -2.5586
H15 3.0050 1.7712 -3.3917
H16 1.2990 1.4513 -2.9417
H17 -3.4539 -0.1322 -1.8043
H18 -3.0486 0.0139 -0.1159
H19 -1.9282 1.7645 -2.3636
H20 -3.2781 2.2103 -1.3070
H21 -2.6620 2.8848 1.0760
H22 -2.0317 1.2462 1.3144
H23 -1.0339 2.9901 2.8400
H24 0.1454 2.0300 1.9233
H25 0.7500 4.6788 -0.3694
H26 1.3985 3.1316 0.2046

Its maximum force is 0.67 eV Å⁻¹. The energy is -1770.16404 hartree. Its net charge is 0. Its lowest unoccupied orbital energy is -0.062 eV. The value obtained for the energy above the lowest of the compared OMol25 structures with the same formula, charge and spin is 12.24 kcal/mol. As for the multiplicity: 1.



5.
C3H12O4 | ωB97M-V/def2-TZVPD

Geometry (Å):
C1 -2.1046 -2.8115 -1.4407
C2 -1.8989 -1.8241 -0.3324
C3 -0.8735 -0.9824 -0.3208
O1 -0.7789 0.0557 0.5861
H1 -1.8342 -3.8390 -1.1526
H2 -1.4034 -2.6903 -2.2753
H3 -3.1544 -2.8299 -1.7525
H4 -2.7051 -1.7140 0.3854
H5 -0.0570 -1.0210 -1.0524
H6 -1.2666 0.8306 0.2889
O2 1.6271 4.0098 0.1504
H7 2.0232 4.8540 -0.1010
H8 1.3370 4.1693 1.0613
O3 0.2140 3.1072 2.6095
H9 0.1081 3.7896 3.2883
H10 -0.7047 2.9317 2.3809
O4 2.8050 -2.8343 -1.4544
H11 2.6439 -2.1549 -2.1226
H12 3.5453 -3.2424 -1.9347

Its maximum force is 1.35 eV Å⁻¹. The energy is -422.40664 hartree. Its net charge is 0. Its lowest unoccupied orbital energy is 0.531 eV. The value obtained for the energy above the lowest of the compared OMol25 structures with the same formula, charge and spin is 34.41 kcal/mol. As for the multiplicity: 1.



6.
C10H22FGeN4Ni | ωB97M-V/def2-TZVPD

Geometry (Å):
Ni1 0.1811 -0.5306 -0.7404
N1 0.0223 -0.4076 -2.5286
C1 -0.1897 0.0625 -3.6083
N2 -0.3716 0.6058 -4.6778
C2 -0.8542 0.4916 -5.8854
N3 -1.2503 0.4406 -6.9680
C3 0.6123 -3.5562 4.6439
C4 1.0446 -2.2135 4.0600
C5 1.7658 -2.3386 2.7133
C6 0.9973 -3.1293 1.6477
Ge1 -0.8959 -2.5936 1.4440
C7 -1.7238 -2.8485 -0.3432
C8 -2.5795 -4.1044 -0.4918
C9 -1.9329 -5.3360 0.1422
C10 -0.6515 -5.7892 -0.5510
H1 0.1936 -3.4252 5.6402
H2 1.4644 -4.2337 4.7203
H3 -0.1509 -4.0398 4.0291
H4 1.7132 -1.7155 4.7627
H5 0.1749 -1.5588 3.9377
H6 2.7278 -2.8326 2.8683
H7 1.9790 -1.3350 2.3374
H8 1.0373 -4.2026 1.8362
H9 1.4351 -2.9665 0.6569
H10 -1.8350 -2.3326 2.6161
H11 -0.8961 -2.8682 -1.0657
H12 -2.3231 -1.9507 -0.5202
H13 -2.7603 -4.2878 -1.5531
H14 -3.5508 -3.9333 -0.0250
H15 -2.6489 -6.1582 0.1473
H16 -1.7175 -5.1086 1.2010
H17 -0.8633 -6.1137 -1.5700
H18 -0.2069 -6.6278 -0.0164
H19 0.0919 -4.9885 -0.5968
N4 1.6763 0.8610 -0.1242
H20 1.3976 1.2372 0.7768
H21 1.7659 1.6406 -0.7675
H22 2.5980 0.4519 -0.0152
F1 -0.4742 -0.6894 1.0498

Its maximum force is 0.93 eV Å⁻¹. The energy is -4298.09116 hartree. Its net charge is +1. Its lowest unoccupied orbital energy (spin up / spin down) is -3.335 / -5.517 eV. The value obtained for the energy above the lowest of the compared OMol25 structures with the same formula, charge and spin is 0.00 kcal/mol. As for the multiplicity: 3.



7.
C3H7NO3 | ωB97M-V/def2-TZVPD

Geometry (Å):
C1 -1.8383 1.9189 0.1200
C2 -0.8678 1.4415 -0.5644
O1 0.0746 1.2202 -1.1666
H1 -2.2583 2.8812 0.0954
H2 -2.5520 1.4810 0.8243
C3 2.8207 -0.2534 0.4755
O2 3.2327 0.8365 0.2469
H3 2.2906 -0.4190 1.5216
H4 2.6754 -1.0487 -0.2013
N1 -1.2842 -1.5526 -0.0018
O3 -0.1541 -1.5761 -0.8607
H5 -0.7571 -1.6857 0.8505
H6 -1.6253 -2.4956 -0.2137
H7 0.2430 -0.7482 -1.1258

Its maximum force is 4.16 eV Å⁻¹. The energy is -398.81525 hartree. Its net charge is 0. Its lowest unoccupied orbital energy is 0.782 eV. The value obtained for the energy above the lowest of the compared OMol25 structures with the same formula, charge and spin is 139.57 kcal/mol. As for the multiplicity: 1.



8.
C13H36F3KO19P4S | ωB97M-V/def2-TZVPD

Geometry (Å):
K1 0.1955 0.4250 0.5431
C1 -4.7490 4.4421 1.6257
F1 -3.8868 4.6192 0.6779
F2 -4.3373 5.3729 2.5155
F3 -5.9775 4.6294 1.3061
S1 -4.5458 2.5448 2.2349
O1 -5.3958 1.8572 1.2357
O2 -3.1250 2.2149 2.0668
O3 -4.9481 2.4966 3.6028
C2 -3.3748 -6.8383 -0.4037
O4 -2.6256 -5.6195 -0.3427
P1 -3.2785 -4.3157 0.2088
O5 -2.3707 -3.1270 0.3380
O6 -4.0941 -4.6155 1.5198
C3 -4.9713 -3.5830 2.0082
O7 -4.5216 -4.0561 -0.8156
C4 -4.9041 -2.7261 -1.1824
H1 -4.4372 -6.7202 -0.6171
H2 -3.2858 -7.4277 0.5089
H3 -2.9794 -7.4240 -1.2335
H4 -6.0114 -3.8993 2.0874
H5 -4.9198 -2.6259 1.4893
H6 -4.7016 -3.2139 2.9977
H7 -4.7323 -2.4957 -2.2339
H8 -4.3345 -1.9517 -0.6685
H9 -5.9735 -2.5277 -1.1113
C5 3.3413 6.3781 3.7980
O8 2.0859 6.0868 3.2604
P2 1.3906 4.6143 3.0660
O9 2.0054 3.4968 3.8070
O10 -0.0995 5.0290 3.4567
C6 -0.4955 4.7542 4.7791
O11 1.3213 4.2885 1.4181
C7 0.6592 5.2344 0.5753
H10 4.0769 6.3037 2.9971
H11 3.4438 5.5835 4.5370
H12 3.3888 7.2243 4.4833
H13 0.1812 4.0261 5.2263
H14 -1.4919 4.3124 4.7870
H15 -0.4672 5.6721 5.3664
H16 0.3452 6.1560 1.0652
H17 -0.1949 4.7942 0.0605
H18 1.4256 5.5341 -0.1395
C8 5.6967 -0.0750 3.1628
O12 6.1575 -1.2279 2.3809
P3 5.1426 -1.9252 1.2304
O13 3.9673 -1.1472 0.8548
O14 6.1412 -2.2239 -0.0365
C9 5.6254 -2.2930 -1.3859
O15 4.7858 -3.3880 1.8004
C10 5.5974 -4.3471 2.2190
H19 6.0486 -0.2004 4.1868
H20 4.6155 -0.0266 3.2924
H21 6.0547 0.9190 2.8949
H22 6.4408 -2.5177 -2.0734
H23 5.0873 -1.3767 -1.6287
H24 4.9924 -3.1800 -1.3600
H25 5.6562 -5.1998 1.5426
H26 5.1622 -4.6568 3.1692
H27 6.5622 -3.9134 2.4819
C11 0.3660 -2.8287 -4.5124
O16 0.7263 -1.8234 -5.3475
P4 0.3556 -0.3028 -5.0373
O17 0.7877 0.2242 -3.7296
O18 1.0015 0.4547 -6.2952
C12 0.2672 0.4576 -7.5196
O19 -1.2787 -0.2995 -5.2161
C13 -2.1251 0.7993 -4.8455
H28 1.0478 -3.6546 -4.3099
H29 -0.4379 -3.3387 -5.0431
H30 -0.1938 -2.4989 -3.6372
H31 -0.7595 0.0968 -7.4587
H32 0.7583 -0.2327 -8.2055
H33 0.2262 1.4472 -7.9747
H34 -1.6059 1.6819 -4.4719
H35 -2.9834 0.5970 -4.2048
H36 -2.5164 1.0771 -5.8242

Its maximum force is 5.87 eV Å⁻¹. The energy is -4609.91321 hartree. Its net charge is 0. Its lowest unoccupied orbital energy is -0.484 eV. The value obtained for the energy above the lowest of the compared OMol25 structures with the same formula, charge and spin is 140.76 kcal/mol. As for the multiplicity: 1.



9.
C18H20N2S | ωB97M-V/def2-TZVPD

Geometry (Å):
C1 4.2864 0.7950 2.8023
C2 3.6595 0.6081 1.6561
C3 2.9824 -0.6661 1.2634
N1 1.6480 -0.4026 0.7753
C4 1.1402 -0.9348 -0.3577
S1 2.0759 -1.8957 -1.3403
N2 -0.1491 -0.6440 -0.6561
C5 -0.7685 -1.1289 -1.8755
C6 -0.9741 -0.0131 -2.8653
C7 0.1264 0.6831 -3.3521
C8 -0.0440 1.7276 -4.2411
C9 -1.3164 2.0877 -4.6547
C10 -2.4164 1.3977 -4.1765
C11 -2.2458 0.3545 -3.2822
C12 -0.9239 0.2904 0.1353
C13 -1.2263 -0.2133 1.5292
C14 -1.3267 0.6787 2.5904
C15 -1.6170 0.2239 3.8646
C16 -1.8043 -1.1288 4.0924
C17 -1.7043 -2.0236 3.0404
C18 -1.4200 -1.5689 1.7653
H1 4.7790 1.7222 3.0393
H2 4.3460 0.0181 3.5470
H3 3.6098 1.3956 0.9159
H4 3.5276 -1.1447 0.4408
H5 2.9504 -1.3626 2.1101
H6 1.0240 0.0401 1.4320
H7 -0.0989 -1.8847 -2.2970
H8 -1.7251 -1.6002 -1.6252
H9 1.1171 0.3925 -3.0353
H10 0.8174 2.2601 -4.6166
H11 -1.4496 2.9026 -5.3510
H12 -3.4105 1.6727 -4.4978
H13 -3.1086 -0.1836 -2.9133
H14 -0.4134 1.2618 0.1891
H15 -1.8661 0.4556 -0.3955
H16 -1.1776 1.7355 2.4155
H17 -1.6926 0.9271 4.6804
H18 -2.0263 -1.4844 5.0872
H19 -1.8486 -3.0797 3.2123
H20 -1.3362 -2.2708 0.9489

Its maximum force is 0.89 eV Å⁻¹. The energy is -1205.59533 hartree. Its net charge is 0. Its lowest unoccupied orbital energy is 0.708 eV. The value obtained for the energy above the lowest of the compared OMol25 structures with the same formula, charge and spin is 3.01 kcal/mol. As for the multiplicity: 1.



10.
C4H8O2 | ωB97M-V/def2-TZVPD

Geometry (Å):
C1 -1.7631 -0.8943 0.7068
C2 -0.5787 0.0877 0.5985
C3 0.0455 0.0593 -0.7834
O1 -0.5955 -0.2211 -1.7747
C4 1.4821 0.5414 -0.9135
O2 1.9776 1.2069 0.2351
H1 -2.7068 -0.3934 0.9511
H2 -1.5449 -1.6420 1.4777
H3 -1.8582 -1.3892 -0.2649
H4 0.1731 -0.0016 1.3925
H5 -0.9109 1.1189 0.6952
H6 2.0642 -0.3592 -1.1446
H7 1.5213 1.1987 -1.7913
H8 2.6942 0.6879 0.6154

Its maximum force is 0.74 eV Å⁻¹. The energy is -307.67047 hartree. Its net charge is 0. Its lowest unoccupied orbital energy is 0.646 eV. The value obtained for the energy above the lowest of the compared OMol25 structures with the same formula, charge and spin is 26.33 kcal/mol. As for the multiplicity: 1.



11.
C5H8 | ωB97M-V/def2-TZVPD

Geometry (Å):
C1 0.1963 -0.4088 1.1899
C2 0.2113 0.8958 0.3617
C3 0.5209 0.5999 -1.7216
C4 -0.4632 0.0449 -0.8341
C5 -0.1400 -1.2433 -0.0592
H1 -0.6228 -0.3991 1.9145
H2 1.1241 -0.6463 1.7161
H3 -0.4037 1.7314 0.6950
H4 1.2252 1.2506 0.1420
H5 0.1001 1.5754 -2.0534
H6 -1.5257 0.3005 -0.9083
H7 -0.9548 -1.9618 0.0474
H8 0.7322 -1.7393 -0.4899

Its maximum force is 0.43 eV Å⁻¹. The energy is -195.14531 hartree. Its net charge is 0. Its lowest unoccupied orbital energy is 0.807 eV. The value obtained for the energy above the lowest of the compared OMol25 structures with the same formula, charge and spin is 92.07 kcal/mol. As for the multiplicity: 1.



12.
C20H23N3OS2 | ωB97M-V/def2-TZVPD

Geometry (Å):
C1 -5.4100 -0.8069 0.7535
O1 -4.0798 -1.2513 0.6832
C2 -3.9733 -2.6620 0.6580
C3 -2.5071 -3.0795 0.5829
C4 -1.8482 -2.6840 -0.7406
N1 -1.6661 -1.2575 -0.8264
C5 -0.4605 -0.6768 -0.9336
N2 0.5982 -1.4413 -1.1889
C6 1.7736 -0.8532 -1.3595
S1 3.0915 -1.9431 -1.7064
C7 4.5071 -0.7722 -1.7059
C8 4.8570 -0.3479 -0.3172
C9 5.3538 -1.2783 0.5887
C10 5.6654 -0.9010 1.8814
C11 5.4802 0.4114 2.2844
C12 4.9818 1.3415 1.3888
C13 4.6706 0.9651 0.0937
N3 2.0396 0.4377 -1.3131
C14 0.9951 1.2055 -1.0371
S2 1.1097 2.9422 -0.8957
C15 -0.5883 3.0082 -0.5455
C16 -1.1985 1.7978 -0.5377
C17 -0.3088 0.7309 -0.8248
C18 -2.6596 1.9350 -0.2460
C19 -2.7862 3.4110 0.2018
C20 -1.5147 4.1438 -0.2830
H1 -5.9019 -1.1720 1.6629
H2 -5.3813 0.2810 0.7696
H3 -5.9868 -1.1441 -0.1166
H4 -4.5230 -3.0572 -0.2110
H5 -4.4341 -3.0790 1.5670
H6 -1.9628 -2.6165 1.4069
H7 -2.4564 -4.1624 0.6987
H8 -2.4721 -3.0215 -1.5770
H9 -0.8599 -3.1383 -0.8317
H10 -2.4466 -0.6976 -0.5154
H11 4.2186 0.0729 -2.3269
H12 5.3171 -1.3328 -2.1726
H13 5.4847 -2.3038 0.2734
H14 6.0513 -1.6318 2.5771
H15 5.7213 0.7064 3.2954
H16 4.8311 2.3652 1.6997
H17 4.2726 1.6896 -0.6002
H18 -3.2467 1.7419 -1.1488
H19 -2.9966 1.2492 0.5327
H20 -2.8312 3.4534 1.2903
H21 -3.6903 3.8744 -0.1896
H22 -1.6998 4.7081 -1.2016
H23 -1.1296 4.8399 0.4626

Its maximum force is 0.74 eV Å⁻¹. The energy is -1811.82922 hartree. Its net charge is 0. Its lowest unoccupied orbital energy is 0.704 eV. The value obtained for the energy above the lowest of the compared OMol25 structures with the same formula, charge and spin is 0.00 kcal/mol. As for the multiplicity: 1.